Formula: C60H159N21O24
Source: OMol25
Level of theory: ωB97M-V with the def2-TZVPD basis set

Positions of all 264 atoms, in Å:
C 1.972 8.162 -0.978
O 0.868 8.657 -1.050
N 2.987 8.463 -1.963
N 2.352 7.268 0.070
H 3.927 8.235 -1.711
H 2.892 9.385 -2.349
H 3.049 6.594 -0.211
H 1.582 6.860 0.583
C -4.187 3.813 -3.045
O -4.632 2.709 -2.869
N -4.702 4.484 -4.195
N -3.151 4.373 -2.263
H -4.537 5.488 -4.295
H -5.561 4.052 -4.529
H -2.958 5.361 -2.416
H -2.861 3.973 -1.382
C -3.707 -0.055 -5.727
O -3.031 0.866 -6.187
N -4.706 0.217 -4.820
N -3.545 -1.463 -6.177
H -4.979 -0.603 -4.287
H -4.594 1.063 -4.266
H -3.247 -1.586 -7.128
H -4.289 -2.088 -5.914
C -2.703 5.063 1.793
O -1.691 5.666 1.980
N -3.968 5.389 2.480
N -2.736 4.012 0.855
H -4.009 6.236 3.017
H -4.719 5.334 1.819
H -1.926 3.535 0.484
H -3.597 3.510 0.801
C -2.011 7.686 -2.836
O -2.971 7.155 -3.386
N -0.685 7.216 -3.131
N -2.169 8.647 -1.824
H -0.491 6.356 -3.613
H -0.002 7.579 -2.484
H -3.118 8.696 -1.488
H -1.399 9.126 -1.395
C 0.505 0.326 -6.204
O 1.759 0.332 -6.406
N -0.166 -0.827 -5.567
N -0.273 1.374 -6.715
H 0.226 -1.734 -5.633
H -1.169 -0.815 -5.516
H -1.289 1.217 -6.709
H -0.012 2.256 -7.120
C -2.193 -4.688 0.509
O -2.929 -4.785 1.679
C -4.279 -4.481 1.452
C -4.924 -4.327 2.812
N -5.049 -5.432 3.731
C -5.912 -6.519 3.231
C -5.582 -7.827 3.948
O -4.285 -8.307 3.821
C -3.954 -8.719 2.486
H -1.117 -4.664 0.725
H -2.397 -3.751 -0.041
H -2.372 -5.604 -0.057
H -4.724 -5.154 0.717
H -4.395 -3.464 1.034
H -5.904 -3.866 2.693
H -4.289 -3.602 3.308
H -4.099 -5.778 3.776
H -5.752 -6.694 2.157
H -6.979 -6.312 3.389
H -6.267 -8.614 3.652
H -5.732 -7.600 5.001
H -4.627 -9.490 1.995
H -2.935 -9.123 2.558
H -3.895 -7.826 1.855
C 4.214 3.248 -5.975
O 4.221 4.650 -5.840
C 4.248 5.186 -4.585
C 2.896 5.174 -3.851
N 1.907 6.152 -4.353
C 1.329 5.774 -5.655
C 0.377 4.586 -5.638
O -0.220 4.313 -6.829
C -1.434 4.979 -7.086
H 4.815 2.773 -5.163
H 4.648 3.104 -6.974
H 3.251 2.721 -5.944
H 4.533 6.255 -4.696
H 5.074 4.717 -4.040
H 3.075 5.408 -2.794
H 2.383 4.182 -3.809
H 2.343 7.058 -4.529
H 1.997 5.715 -6.523
H 0.654 6.618 -5.969
H -0.346 4.648 -4.812
H 0.959 3.683 -5.425
H -1.936 4.388 -7.854
H -1.368 5.969 -7.511
H -2.096 4.957 -6.210
C 5.598 -3.960 -2.097
O 4.257 -3.642 -1.932
C 3.533 -3.697 -3.140
C 2.080 -3.526 -2.759
N 1.361 -4.780 -2.214
C 1.650 -4.870 -0.828
C 1.510 -6.337 -0.509
O 2.651 -7.048 -0.990
C 3.753 -6.916 -0.156
H 5.724 -4.841 -2.717
H 6.039 -4.140 -1.126
H 6.145 -3.183 -2.633
H 3.659 -4.654 -3.675
H 3.871 -2.898 -3.813
H 1.455 -3.140 -3.564
H 2.064 -2.749 -1.952
H 1.858 -5.608 -2.534
H 0.899 -4.239 -0.326
H 2.537 -4.403 -0.402
H 0.622 -6.820 -0.942
H 1.401 -6.464 0.588
H 4.070 -5.879 -0.078
H 4.585 -7.544 -0.508
H 3.503 -7.338 0.840
C -4.679 -6.022 -4.321
O -5.066 -4.880 -3.618
C -4.068 -4.017 -3.039
C -4.699 -2.906 -2.201
N -5.640 -2.137 -3.095
C -6.493 -1.133 -2.402
C -7.773 -1.665 -1.733
O -7.358 -2.526 -0.715
C -8.423 -3.099 -0.015
H -3.918 -5.849 -5.088
H -5.547 -6.405 -4.882
H -4.330 -6.740 -3.600
H -3.372 -3.566 -3.778
H -3.372 -4.508 -2.320
H -3.952 -2.276 -1.685
H -5.233 -3.377 -1.359
H -6.257 -2.857 -3.495
H -6.711 -0.359 -3.122
H -5.826 -0.650 -1.659
H -8.420 -2.228 -2.418
H -8.306 -0.790 -1.330
H -8.938 -3.889 -0.590
H -9.170 -2.335 0.212
H -8.003 -3.382 0.951
C -0.438 1.841 5.432
O -1.816 1.665 5.534
C -2.521 1.981 4.366
C -2.145 1.254 3.133
N -2.217 -0.180 3.247
C -2.624 -0.784 2.015
C -4.016 -0.558 1.517
O -4.921 -1.021 2.514
C -6.234 -0.869 2.131
H 0.120 1.075 4.868
H -0.048 1.944 6.443
H -0.238 2.838 5.011
H -2.340 3.042 4.186
H -3.592 1.818 4.605
H -1.124 1.497 2.844
H -2.723 1.709 2.308
H -2.853 -0.471 3.973
H -2.530 -1.873 2.137
H -1.931 -0.508 1.201
H -4.094 -1.140 0.587
H -4.290 0.444 1.247
H -6.623 0.168 2.092
H -6.936 -1.414 2.780
H -6.319 -1.298 1.107
C 5.540 -3.287 10.831
O 5.001 -2.141 10.340
C 5.822 -1.493 9.388
C 5.064 -0.335 8.793
N 3.972 -0.717 7.971
C 3.042 0.407 7.453
C 3.684 1.127 6.276
O 2.840 2.204 5.991
C 3.451 3.193 5.164
H 4.902 -3.722 11.595
H 6.544 -3.091 11.245
H 5.737 -4.045 10.080
H 6.239 -2.203 8.653
H 6.786 -1.112 9.878
H 5.755 0.216 8.157
H 4.811 0.337 9.612
H 3.499 -1.445 8.482
H 2.653 1.104 8.205
H 2.194 -0.161 7.063
H 3.976 0.489 5.414
H 4.641 1.512 6.657
H 3.720 2.717 4.198
H 4.250 3.713 5.744
H 2.651 3.886 4.868
C 1.605 3.469 1.721
O 1.065 2.894 0.523
C 0.854 3.884 -0.464
C 0.373 3.137 -1.665
N -0.703 2.244 -1.308
C -1.223 1.524 -2.508
C -2.192 0.364 -2.096
O -1.653 -0.686 -1.353
C -0.825 -1.558 -2.050
H 1.698 2.662 2.465
H 0.953 4.284 2.115
H 2.674 3.768 1.581
H 1.816 4.378 -0.686
H 0.053 4.568 -0.068
H 1.252 2.666 -2.055
H 0.076 3.821 -2.470
H -0.358 1.603 -0.609
H -0.361 1.178 -3.170
H -1.710 2.242 -3.195
H -2.672 -0.017 -3.005
H -3.031 0.719 -1.464
H 0.019 -1.092 -2.552
H -1.421 -2.158 -2.791
H -0.528 -2.307 -1.296
C 6.762 0.719 2.957
O 5.996 1.804 2.290
C 6.920 2.813 1.934
C 6.080 3.869 1.176
N 5.804 3.532 -0.221
C 4.752 2.504 -0.430
C 4.533 2.515 -1.935
O 3.377 1.611 -2.323
C 3.721 0.260 -2.306
H 6.094 -0.128 3.093
H 7.149 1.020 3.957
H 7.616 0.426 2.319
H 7.704 2.423 1.284
H 7.369 3.220 2.854
H 6.703 4.781 1.128
H 5.179 4.123 1.772
H 5.451 4.357 -0.669
H 3.763 2.687 0.037
H 5.002 1.488 -0.092
H 5.423 2.166 -2.468
H 4.230 3.485 -2.356
H 4.757 0.105 -2.718
H 2.976 -0.258 -2.949
H 3.546 -0.191 -1.285
C -0.127 -5.174 3.435
O 1.039 -4.522 2.919
C 2.220 -4.892 3.513
C 3.249 -3.796 3.291
N 3.345 -3.571 1.882
C 4.117 -2.371 1.420
C 3.258 -1.133 1.561
O 2.144 -1.283 0.700
C 1.227 -0.181 0.932
H -0.138 -6.250 3.165
H -1.005 -4.723 2.973
H -0.226 -5.094 4.522
H 2.537 -5.902 3.225
H 2.101 -4.974 4.598
H 4.196 -4.079 3.753
H 2.921 -2.900 3.851
H 2.373 -3.463 1.562
H 4.271 -2.536 0.350
H 5.119 -2.266 1.871
H 3.890 -0.296 1.270
H 2.959 -1.083 2.617
H 1.717 0.813 0.907
H 0.728 -0.287 1.927
H 0.563 -0.190 0.078

The value obtained for the calculated total energy is -145223.1465 eV. Its lowest unoccupied orbital energy is 0.0375 eV. Its energy above the lowest of the compared OMol25 structures with the same formula, charge and spin is 1.486 eV. The multiplicity is 1.



Formula: H6IO3Zn
Source: OMol25
Level of theory: ωB97M-V with the def2-TZVPD basis set

Positions of all 11 atoms, in Å:
Zn -3.478 1.902 -1.681
I -1.294 0.328 -0.861
O 0.308 0.555 2.207
H -0.217 0.578 1.407
H -0.115 1.185 2.790
O 2.236 1.366 0.131
H 1.316 1.289 -0.121
H 2.650 1.816 -0.606
O -0.581 -3.261 -1.362
H -0.162 -3.450 -0.523
H -0.663 -2.308 -1.381

The value obtained for the calculated total energy is -62748.4527 eV. Its lowest unoccupied orbital energy is -9.4054 eV. The total charge is +1. Its energy above the lowest of the compared OMol25 structures with the same formula, charge and spin is 0.526 eV. The multiplicity is 1.



Formula: C4H5N3
Source: OMol25
Level of theory: ωB97M-V with the def2-TZVPD basis set

Positions of all 12 atoms, in Å:
N 2.134 -0.109 0.034
C 0.775 -0.094 -0.032
N 0.141 -1.251 0.240
C -1.182 -1.229 0.236
C -2.055 -0.096 0.087
C -1.279 1.012 -0.262
N 0.176 1.055 -0.363
H 2.632 0.634 -0.430
H 2.565 -1.020 0.048
H -1.626 -2.220 0.342
H -0.570 1.357 0.684
H -1.710 1.960 -0.583

The value obtained for the calculated total energy is -8694.5168 eV. Its lowest unoccupied orbital energy is -0.3663 eV. Its energy above the lowest of the compared OMol25 structures with the same formula, charge and spin is 5.296 eV. The multiplicity is 1.



Formula: C5H10N4
Source: OMol25
Level of theory: ωB97M-V with the def2-TZVPD basis set

Positions of all 19 atoms, in Å:
H 2.019 -1.013 -1.306
N 1.547 -1.868 -0.901
C 0.967 -1.650 0.189
C 0.124 -2.687 0.864
N 1.131 -0.482 1.004
C 0.916 0.715 0.702
C 0.349 1.190 -0.593
C -1.141 1.469 -0.600
N -1.650 1.781 0.728
N 1.093 1.142 -1.611
H 0.648 1.380 -2.496
H 0.119 -3.590 0.255
H -0.890 -2.308 0.999
H 0.538 -2.910 1.848
H 1.170 1.490 1.425
H -1.631 0.556 -0.943
H -1.349 2.252 -1.347
H -1.302 2.669 1.058
H -2.657 1.861 0.726

The value obtained for the calculated total energy is -11306.1327 eV. Its lowest unoccupied orbital energy is 0.6681 eV. The SMILES is [H]\N=C(C)/N=C\C(CN)=N\[H]. Its energy above the lowest of the compared OMol25 structures with the same formula, charge and spin is 1.745 eV. The multiplicity is 1.



Formula: C24H27NOSiTi
Source: OMol25
Level of theory: ωB97M-V with the def2-TZVPD basis set

Positions of all 55 atoms, in Å:
C -4.426 -0.174 -0.032
C -3.448 -0.172 -1.090
C -2.704 -1.402 -1.006
H -3.354 0.588 -1.859
C -3.191 -2.142 0.132
C -4.274 -1.383 0.720
H -4.944 -1.737 1.499
H -5.225 0.555 0.085
H -1.949 -1.739 -1.711
H -2.899 -3.149 0.416
Ti -2.280 -0.221 0.851
C -0.292 -0.033 0.252
H 0.181 -1.027 0.196
H 0.262 0.586 0.972
H -0.216 0.437 -0.747
Si 3.419 0.115 -0.332
C 3.648 1.350 -1.695
C 2.829 1.186 -2.819
H 2.154 0.331 -2.881
C 2.865 2.119 -3.858
H 2.201 1.993 -4.711
C 3.739 3.207 -3.793
H 3.754 3.943 -4.599
C 4.594 3.352 -2.692
H 5.280 4.198 -2.647
C 4.561 2.422 -1.651
H 5.233 2.522 -0.798
C 3.635 -1.604 -1.003
C 4.438 -1.936 -2.108
H 5.065 -1.181 -2.584
C 4.416 -3.238 -2.621
H 5.006 -3.486 -3.506
C 3.630 -4.221 -2.010
H 3.596 -5.234 -2.420
C 2.888 -3.909 -0.864
H 2.278 -4.670 -0.378
C 2.921 -2.616 -0.341
H 2.373 -2.373 0.569
H 2.213 0.339 0.507
H 4.557 0.306 0.604
O -2.008 -1.064 2.663
C -2.543 -0.421 3.886
C -3.239 0.844 3.485
C -3.934 1.610 4.418
C -4.630 2.745 4.006
C -4.583 3.082 2.650
C -3.876 2.287 1.760
N -3.221 1.163 2.162
H -1.517 -1.887 2.844
H -3.245 -1.119 4.374
H -1.694 -0.218 4.565
H -3.931 1.260 5.450
H -5.199 3.342 4.723
H -5.116 3.950 2.275
H -3.799 2.523 0.695

The value obtained for the calculated total energy is -59854.1791 eV. Its lowest unoccupied orbital energy (alpha / beta) is 0.0001 / -0.0163 eV. Its energy above the lowest of the compared OMol25 structures with the same formula, charge and spin is 0.000 eV. The multiplicity is 3.



Formula: C9H16Si
Source: OMol25
Level of theory: ωB97M-V with the def2-TZVPD basis set

Positions of all 26 atoms, in Å:
C 0.068 1.153 -2.403
C 0.022 1.420 -1.042
C 0.065 -0.159 -2.867
C -0.291 0.505 -0.068
C 0.149 -1.217 -2.097
C 0.037 2.079 1.908
C 1.394 -0.089 1.572
C -1.031 -0.188 2.220
C 0.040 0.646 1.448
Si -0.400 -2.976 -1.989
H 0.161 1.898 -3.099
H 0.021 2.488 -0.822
H 0.164 -0.354 -3.994
H -0.414 -0.424 -0.596
H 0.721 2.717 1.248
H -1.020 2.379 1.885
H 0.343 2.314 2.826
H 2.087 0.252 0.791
H 1.334 -1.252 1.601
H 1.828 0.017 2.561
H -0.747 -1.325 2.186
H -1.907 0.048 1.680
H -1.285 0.065 3.303
H 0.037 -3.403 -3.350
H -1.857 -2.977 -1.893
H 0.481 -3.618 -1.007

The value obtained for the calculated total energy is -17463.9744 eV. Its lowest unoccupied orbital energy (alpha / beta) is 0.0699 / -0.7371 eV. Its energy above the lowest of the compared OMol25 structures with the same formula, charge and spin is 4.900 eV. The multiplicity is 1.



Formula: C3H8O3S
Source: OMol25
Level of theory: ωB97M-V with the def2-TZVPD basis set

Positions of all 15 atoms, in Å:
C -1.435 -1.018 -0.852
C 0.592 0.381 1.169
C -0.952 0.375 -0.413
O 1.645 -1.528 -0.190
O 2.456 0.805 -0.669
O -1.837 1.194 0.032
S 1.992 -0.197 0.243
H -0.692 -1.793 -0.903
H -1.883 -0.937 -1.921
H -2.154 -1.244 -0.088
H 0.727 1.371 1.487
H 0.024 -0.262 1.777
H -0.186 0.891 -1.178
H -1.444 2.099 0.278
H 3.148 -0.137 1.230

The value obtained for the calculated total energy is -20214.3659 eV. Its lowest unoccupied orbital energy is 0.3606 eV. Its energy above the lowest of the compared OMol25 structures with the same formula, charge and spin is 4.585 eV. The multiplicity is 1.



Formula: CH10O3S2
Source: OMol25
Level of theory: ωB97M-V with the def2-TZVPD basis set

Positions of all 16 atoms, in Å:
C 2.095 -0.680 -0.169
S 1.874 1.293 -0.345
S 3.117 1.472 -1.938
H 1.033 -0.993 -0.087
H 2.567 -0.885 0.791
H 2.752 -1.094 -1.057
H 2.441 2.442 -2.524
O -1.332 1.375 -0.762
H -2.085 1.552 -0.298
H -1.263 2.008 -1.521
O -1.302 -0.043 1.597
H -1.278 0.735 2.239
H -0.836 0.425 0.909
O -2.754 -2.726 0.733
H -2.223 -3.080 1.472
H -2.807 -1.800 0.958

The value obtained for the calculated total energy is -29011.1764 eV. Its lowest unoccupied orbital energy is 0.2776 eV. The SMILES is CSS.O.O.O. Its energy above the lowest of the compared OMol25 structures with the same formula, charge and spin is 1.327 eV. The multiplicity is 1.



Formula: C3H5Br
Source: OMol25
Level of theory: ωB97M-V with the def2-TZVPD basis set

Positions of all 9 atoms, in Å:
C 0.099 -1.454 -0.067
C -0.418 -0.250 0.051
C 0.369 1.107 0.037
Br -2.430 0.101 0.251
H -0.303 -2.366 -0.368
H 1.117 -1.459 0.123
H 0.382 1.637 -1.060
H -0.236 1.768 0.738
H 1.420 0.918 0.296

The value obtained for the calculated total energy is -73233.0441 eV. Its lowest unoccupied orbital energy is 0.7921 eV. The SMILES is C=C(C)Br. Its energy above the lowest of the compared OMol25 structures with the same formula, charge and spin is 0.584 eV. The multiplicity is 1.